<A>
11
Properties=species:S:1:pos:R:3 method="wB97M-V/def2-TZVPD" orbital_gap_ev=10.97 smiles="C/C=N/F.C#N"
C -0.84 -0.75 0.62
C -1.69 2.41 -0.06
C 0.57 -0.36 0.52
N -1.05 1.46 -0.05
N -1.56 -0.76 -0.46
F -3.06 -0.68 -0.27
H -1.04 -0.73 1.69
H -2.62 2.91 -0.22
H 1.26 -1.01 -0.11
H 0.55 0.63 -0.03
H 0.99 -0.26 1.60

<B>
11
Properties=species:S:1:pos:R:3 method="wB97M-V/def2-TZVPD" orbital_gap_ev=10.79 smiles="F[C@@H]1N=CCN1"
C 0.72 0.07 0.53
C -1.32 0.50 -0.22
C -1.08 -0.91 -0.11
H 1.24 0.22 1.39
H -0.26 2.02 0.71
H -1.40 0.84 -1.25
H -2.33 0.87 0.12
H -1.74 -1.77 -0.64
N -0.05 1.26 0.15
N 0.06 -1.20 0.44
F 1.61 -0.06 -0.62

<C>
11
Properties=species:S:1:pos:R:3 method="wB97M-V/def2-TZVPD" orbital_gap_ev="9.09 / 9.38"
C -0.40 0.12 -1.55
C -0.79 -0.40 -0.11
C 0.20 0.13 1.08
N 0.70 0.21 -2.08
N 1.47 -0.26 0.78
F 2.38 0.80 0.51
H -1.27 0.60 -2.04
H -1.82 -0.29 0.16
H -0.53 -1.52 -0.02
H 0.20 1.17 1.42
H -0.15 -0.54 1.84

On energetic grounds, <B> is preferred over the next structure by 76.0 kcal/mol.

<A>
20
Properties=species:S:1:pos:R:3 method="wB97M-V/def2-TZVPD" orbital_gap_ev=9.83
C -1.79 0.47 1.53
C -3.07 -0.48 -0.70
C 1.66 -0.88 -0.79
C 3.15 -0.47 -0.69
C 2.10 0.54 -0.50
C 1.80 1.73 -0.08
N -3.29 -1.65 -0.37
O -2.10 1.98 -0.79
S -1.65 0.64 -0.39
H -0.93 0.99 1.85
H -2.72 0.71 1.73
H -3.71 0.24 -1.44
H 1.31 -0.88 -1.88
H 0.98 -1.49 -0.04
H 3.67 -0.83 0.15
H 3.85 -0.45 -1.50
H 2.66 2.55 0.07
H -1.52 -0.64 1.65
H 0.76 2.17 0.14
H -4.08 -2.17 -0.69

<B>
20
Properties=species:S:1:pos:R:3 method="wB97M-V/def2-TZVPD" orbital_gap_ev=9.75
C 0.54 -1.35 0.55
C 0.43 -0.03 0.19
C 1.56 0.90 0.37
C -0.40 -2.54 0.68
C -0.79 1.08 -2.09
C -1.17 0.57 -0.69
N 2.13 0.88 1.67
O 2.00 1.75 -0.38
S -2.05 1.63 0.62
H 1.53 -1.71 0.92
H 0.04 -3.36 0.10
H -1.42 -2.40 0.35
H -0.64 -2.83 1.66
H -0.31 2.14 -2.05
H -0.13 0.36 -2.38
H -1.57 1.05 -2.81
H -1.84 -0.34 -0.78
H 2.14 0.30 2.53
H 2.84 1.63 1.69
H -2.89 2.26 -0.17

On energetic grounds, <B> is preferred over the next structure by 65.4 kcal/mol.

<A>
19
Properties=species:S:1:pos:R:3 method="wB97M-V/def2-TZVPD" orbital_gap_ev=9.43
C -0.76 -0.20 0.91
C -1.71 -0.67 0.08
C 1.60 -0.71 -0.73
C -2.43 0.19 -0.86
C 2.57 -0.64 0.40
N 0.36 2.01 0.40
N 1.01 1.65 -0.58
N -0.42 1.18 1.12
N 0.96 0.36 -1.01
H -0.33 -0.92 1.65
H -1.78 -1.81 0.09
H 1.39 -1.61 -1.45
H -2.72 1.19 -0.52
H -3.27 -0.35 -1.18
H -1.78 0.26 -1.66
H 2.90 -1.64 0.67
H 2.14 0.03 1.11
H 3.39 0.01 -0.06
H -1.10 1.68 1.59

<B>
19
Properties=species:S:1:pos:R:3 method="wB97M-V/def2-TZVPD" orbital_gap_ev=8.87
C 0.55 0.89 0.00
C -1.67 -0.16 -0.65
C 1.02 -0.45 0.50
N 1.32 1.98 0.34
N -1.71 -0.54 -1.96
N 1.66 -0.40 1.74
C -0.74 0.96 -0.35
C 1.02 -1.54 -0.26
N -2.38 -0.79 0.20
H 2.17 1.81 0.84
H 0.85 2.87 0.47
H -1.36 0.10 -2.66
H -2.49 -1.14 -2.22
H 1.87 -1.31 2.13
H 1.22 0.21 2.42
H -2.24 -0.48 1.15
H -1.18 1.95 -0.50
H 0.59 -1.53 -1.24
H 1.51 -2.44 0.05

On energetic grounds, <B> is preferred over the next structure by 93.4 kcal/mol.

<A>
13
Properties=species:S:1:pos:R:3 method="wB97M-V/def2-TZVPD" orbital_gap_ev=9.28 smiles="C=C[C@@H]1C[SiH2]1"
C -1.23 -0.11 0.19
C 0.07 -0.17 -0.50
C -2.50 0.34 0.05
C 1.41 -1.11 0.15
Si 1.67 0.79 0.03
H -1.15 -0.20 1.28
H -0.09 -0.20 -1.51
H -3.03 0.30 -0.97
H -3.02 0.63 0.86
H 1.18 -1.39 1.13
H 1.92 -1.92 -0.43
H 2.38 1.26 -1.14
H 1.71 1.53 1.40

<B>
13
Properties=species:S:1:pos:R:3 method="wB97M-V/def2-TZVPD" orbital_gap_ev=9.84 smiles="CC1=C(C)[SiH2]1"
C 0.40 0.53 -0.21
C -0.64 -0.26 0.08
C 1.88 0.51 -0.11
C -0.89 -1.60 0.66
Si -1.21 1.35 -0.67
H 2.32 0.49 -1.11
H 2.22 -0.38 0.43
H 2.24 1.40 0.40
H -1.57 -1.53 1.51
H 0.05 -2.06 0.99
H -1.35 -2.25 -0.09
H -1.79 2.40 0.16
H -1.65 1.41 -2.06

On energetic grounds, <B> is preferred over the next structure by 38.0 kcal/mol.